No. 1
Below is C28H26N5PdS7 as an isolated structure, with properties calculated with wB97M-V/def2-TZVPD.

The geometry in XYZ format:
```
67
Properties=species:S:1:pos:R:3:forces:R:3:mulliken_charge:R:1
Pd 0.2305 1.0669 -0.5556 -0.197 0.841 -0.139 -0.266
N 4.1196 0.5578 1.0927 -0.111 0.055 0.051 -0.401
C 2.8235 0.7595 0.8275 0.192 0.058 -0.039 0.728
S 2.4701 1.2624 -0.8327 -0.051 -0.462 0.099 -0.417
N 1.9681 0.5954 1.8145 -0.113 0.084 -0.056 -1.575
N 0.6899 0.7833 1.4163 -0.142 -0.207 0.484 1.116
C -0.3059 0.7054 2.2221 0.374 0.012 -0.176 -0.141
C -1.6361 0.8316 1.6298 -0.285 0.060 0.067 0.788
C -2.7846 0.8168 2.4062 0.120 0.003 -0.148 -0.986
C -4.0158 0.9779 1.7874 -0.008 0.026 -0.138 -0.428
C -4.0665 1.1523 0.4142 0.042 -0.042 0.106 -1.047
C -2.8792 1.1451 -0.3040 -0.165 -0.177 -0.123 -0.682
N -1.7037 0.9798 0.2840 -0.072 -0.170 0.157 0.568
H 4.8213 0.6738 0.3841 -0.010 0.002 -0.003 0.207
H 4.3993 0.3636 2.0396 0.011 -0.019 0.006 0.241
H -0.1635 0.5226 3.2812 -0.006 0.019 0.025 0.491
H -2.7079 0.6917 3.4766 0.019 -0.008 0.029 0.521
H -4.9237 0.9730 2.3743 -0.016 0.010 0.003 0.446
H -5.0036 1.2917 -0.1032 -0.018 0.011 -0.019 0.492
H -2.8638 1.2733 -1.3797 -0.006 -0.028 0.047 0.646
C 0.6134 -2.6324 3.7123 0.002 -0.041 -0.012 -1.691
C 0.5353 -3.9337 2.9119 -0.003 -0.002 0.025 1.969
C 1.8185 -4.7385 3.1623 -0.011 0.030 0.004 -1.704
C -0.6790 -4.7343 3.4042 0.034 0.014 -0.001 -1.641
C 0.3879 -3.6738 1.4168 -0.022 -0.008 -0.049 -0.155
C 0.3261 -4.7654 0.5264 -0.012 -0.005 0.048 -0.399
C 0.1862 -4.6072 -0.8334 -0.002 0.006 -0.040 -1.509
C 0.1063 -3.3118 -1.3382 -0.018 0.022 0.077 0.702
S -0.0730 -2.7723 -2.9801 -0.020 0.097 0.112 -0.382
C -0.0572 -1.1425 -2.4256 -0.107 -0.166 0.102 0.815
N 0.0728 -1.0024 -1.1334 0.264 0.140 -0.160 1.191
C 0.1682 -2.2177 -0.4765 0.021 -0.079 0.082 -1.841
C 0.3076 -2.3956 0.8997 0.051 -0.032 0.006 0.944
C -0.1511 0.0450 -3.2472 -0.021 0.160 0.004 0.525
C -0.3371 -0.0045 -4.6255 0.029 0.057 0.015 -1.030
C -0.3427 1.1689 -5.3581 -0.011 -0.058 -0.027 -0.842
C -0.1296 2.3739 -4.7105 0.023 0.052 0.047 -1.126
C 0.0532 2.4235 -3.3298 0.031 -0.001 0.049 0.588
C -0.0003 1.2694 -2.5697 -0.060 0.005 -0.201 -0.059
H 0.7396 -2.8662 4.7693 -0.004 -0.001 0.022 0.497
H -0.3056 -2.0500 3.6126 -0.042 0.011 -0.004 0.260
H 1.4563 -2.0106 3.4056 0.032 0.016 -0.018 0.363
H 1.9631 -4.8859 4.2331 -0.004 -0.014 0.023 0.449
H 2.6907 -4.2149 2.7684 0.018 0.018 0.003 0.379
H 1.7756 -5.7220 2.6961 0.005 -0.021 -0.022 0.361
H -0.5919 -4.9243 4.4745 0.003 -0.006 0.027 0.451
H -0.7582 -5.6973 2.9013 -0.002 -0.026 -0.015 0.355
H -1.6049 -4.1849 3.2279 -0.021 0.015 -0.001 0.368
H 0.3877 -5.7706 0.9195 0.002 -0.024 0.010 0.456
H 0.1401 -5.4668 -1.4876 0.001 -0.010 -0.009 0.406
H 0.3640 -1.5263 1.5362 0.012 -0.205 -0.048 -0.070
H -0.4663 -0.9577 -5.1238 0.001 -0.017 0.005 0.465
H -0.4883 1.1411 -6.4288 -0.006 0.001 -0.010 0.418
H -0.0974 3.2936 -5.2805 0.005 0.007 0.009 0.503
H 0.2589 3.3808 -2.8738 -0.084 -0.008 0.029 0.704
C 2.7265 4.6840 -1.5588 -0.084 0.007 0.021 -0.329
S 1.6654 6.1136 -1.2546 0.060 0.025 0.053 -0.077
C 0.0495 5.4670 -1.4568 0.031 0.187 0.020 0.512
C -0.5426 4.3740 -0.9198 -0.658 0.011 0.025 -0.349
S 0.0686 3.3239 0.2910 0.656 -0.347 -0.315 -0.114
S -2.2617 4.1955 -1.3044 0.133 -0.018 0.054 0.066
C -2.4780 5.6289 -2.2453 0.127 0.174 -0.096 0.031
S -3.8721 6.1189 -2.9234 0.108 -0.100 0.077 -0.173
S -0.9710 6.5080 -2.4051 -0.061 -0.017 -0.107 -0.101
H 3.7422 5.0607 -1.4528 0.014 0.021 -0.008 0.408
H 2.5880 4.3126 -2.5721 0.009 -0.022 0.001 0.241
H 2.5484 3.9019 -0.8286 0.026 0.080 -0.036 -0.134
```
Forces are in eV/Å.

Output
- Net charge: +1
- HOMO level: -10.25 eV
- LUMO: -4.4 eV
- Frontier orbital gap: 5.827 eV


No. 2
Below is C35H52BrN4O3RbSi as an isolated structure, with properties calculated with wB97M-V/def2-TZVPD.

The geometry in XYZ format:
```
97
Properties=species:S:1:pos:R:3:forces:R:3:mulliken_charge:R:1
Rb 1.7722 1.1644 -0.9512 0.158 -0.018 0.030 0.984
C -1.5093 2.8458 0.3656 0.010 -0.009 0.026 -0.918
O -0.1850 3.1112 -0.0577 -0.056 0.071 -0.003 -0.260
C 0.0126 4.2643 -0.7852 -0.054 -0.026 -0.017 0.826
C -1.0310 4.9712 -1.3664 -0.011 0.006 -0.004 -0.699
C -0.7723 6.1294 -2.0912 0.008 -0.015 0.016 -0.687
C 0.5290 6.5786 -2.2329 -0.006 0.000 0.001 -0.846
C 1.5684 5.8698 -1.6493 0.040 0.023 -0.009 -0.246
C 1.3363 4.7118 -0.9154 0.003 0.031 -0.017 0.142
N 2.3772 3.9317 -0.3484 -0.141 -0.079 -0.010 0.177
N 3.3483 4.6546 0.0190 0.070 0.051 -0.003 -0.424
C 4.4790 4.1193 0.5485 0.010 -0.006 0.017 -0.222
C 4.7265 2.7186 0.7585 -0.066 0.007 -0.044 0.143
O 3.9304 1.7944 0.4585 0.013 -0.031 0.014 -0.440
C 6.0089 2.3750 1.3611 -0.009 -0.023 -0.007 -0.742
C 6.9302 3.2986 1.6872 0.019 -0.004 0.017 -0.794
C 6.7043 4.6999 1.4764 -0.004 0.011 -0.002 0.897
C 7.6796 5.6500 1.8229 0.011 -0.009 0.012 -0.855
C 7.4618 6.9912 1.6311 -0.010 0.010 -0.006 -0.506
C 6.2394 7.4068 1.0842 0.008 -0.015 0.007 -0.680
C 5.2728 6.4935 0.7387 0.004 -0.001 0.000 -0.401
C 5.4774 5.1079 0.9182 0.005 0.009 0.005 0.836
H -1.9404 3.7135 0.8710 0.010 0.002 0.005 0.548
H -1.4464 2.0127 1.0628 -0.005 -0.005 -0.015 0.183
H -2.1520 2.5588 -0.4718 0.002 -0.002 -0.003 0.248
H -2.0509 4.6315 -1.2577 -0.002 0.002 -0.002 0.376
H -1.5942 6.6701 -2.5420 -0.001 -0.001 -0.001 0.377
H 0.7383 7.4759 -2.8004 0.005 0.000 0.000 0.378
H 2.5939 6.1991 -1.7498 -0.003 -0.001 -0.003 0.440
H 6.1818 1.3178 1.5227 0.004 0.001 -0.002 0.381
H 7.8758 2.9964 2.1261 0.001 -0.007 -0.003 0.334
H 8.6140 5.3007 2.2489 -0.002 0.000 -0.001 0.350
H 8.2179 7.7176 1.8995 0.001 -0.001 0.002 0.380
H 6.0509 8.4629 0.9331 0.000 -0.001 0.001 0.382
H 4.3328 6.8282 0.3256 -0.003 -0.003 -0.002 0.413
C 1.8035 -3.6789 -2.8387 0.017 -0.005 0.008 -1.122
N 1.9596 -3.8683 -1.4116 -0.040 0.000 0.006 0.187
C 1.8299 -5.2337 -0.9374 0.026 -0.004 -0.007 -0.339
C 2.3924 -5.3685 0.4607 0.002 -0.006 -0.001 -0.867
C 1.7791 -4.3009 1.3415 0.008 0.007 -0.008 -0.424
N 2.0053 -2.9900 0.7593 0.020 -0.007 0.016 0.225
C 1.9880 -1.8513 1.6583 -0.043 0.052 0.036 -0.864
C 1.9910 -2.7711 -0.5905 -0.025 -0.018 -0.021 0.488
O 2.0294 -1.6303 -1.0534 0.005 0.095 -0.003 -0.630
H 2.5698 -4.2428 -3.3750 -0.003 -0.002 -0.003 0.341
H 1.9062 -2.6253 -3.0730 -0.005 0.001 0.003 0.285
H 0.8210 -4.0284 -3.1729 -0.007 0.001 0.003 0.328
H 2.3716 -5.8814 -1.6306 -0.003 -0.003 -0.003 0.468
H 0.7778 -5.5465 -0.9598 0.000 0.004 0.003 0.025
H 3.4762 -5.2385 0.4360 -0.001 -0.002 0.008 0.315
H 2.1769 -6.3603 0.8586 -0.003 -0.002 -0.003 0.390
H 2.2378 -4.3105 2.3310 -0.004 0.001 0.004 0.518
H 0.7060 -4.4917 1.4800 0.006 0.002 0.003 0.024
H 2.5189 -2.1220 2.5707 -0.009 0.013 0.016 0.382
H 0.9680 -1.5542 1.9262 -0.003 -0.003 -0.010 0.091
H 2.4923 -0.9975 1.2153 0.055 -0.065 -0.057 0.299
C -1.6346 -4.0901 -1.0240 -0.004 -0.007 -0.005 -2.455
C -3.0428 -3.4789 -1.1022 0.002 0.008 0.001 3.033
C -3.3366 -3.2690 -2.5959 -0.001 -0.009 0.003 -2.262
C -4.0476 -4.5055 -0.5534 -0.003 0.003 -0.012 -1.887
Si -3.1750 -1.8111 -0.1580 -0.017 0.011 0.013 -0.421
Br -1.2919 -0.6879 -0.7522 0.000 -0.017 -0.015 -0.294
C -3.0431 -1.9869 1.7493 0.011 0.002 -0.006 2.466
C -2.5893 -0.6855 2.4305 -0.006 0.005 0.005 -1.682
C -4.3901 -2.4136 2.3560 0.013 -0.013 0.002 -1.846
C -1.9919 -3.0459 2.1144 -0.001 -0.002 0.006 -1.932
C -4.6295 -0.7035 -0.7425 0.009 0.008 0.027 2.604
C -4.8099 0.4911 0.2070 -0.010 0.006 -0.012 -1.997
C -4.3916 -0.1080 -2.1392 -0.002 -0.003 -0.016 -1.741
C -5.9466 -1.4973 -0.7680 0.007 0.007 0.012 -1.848
H -1.6257 -5.0111 -1.6180 -0.004 0.003 0.003 0.727
H -1.3369 -4.3530 -0.0106 -0.001 0.000 -0.010 0.235
H -0.8795 -3.4189 -1.4352 0.012 0.001 -0.006 0.054
H -3.1659 -4.2124 -3.1244 -0.001 0.000 0.001 0.587
H -2.6781 -2.5187 -3.0386 0.001 -0.003 0.002 0.352
H -4.3695 -2.9772 -2.7821 0.008 -0.001 -0.003 0.439
H -4.0093 -5.4087 -1.1712 0.002 0.002 0.002 0.507
H -5.0752 -4.1399 -0.5752 -0.002 -0.008 0.004 0.352
H -3.8178 -4.8042 0.4697 0.010 0.002 0.008 0.331
H -3.2699 0.1469 2.2672 -0.001 0.003 -0.003 0.349
H -1.5962 -0.3836 2.0954 -0.001 -0.004 0.000 0.098
H -2.5355 -0.8578 3.5104 -0.004 -0.003 -0.005 0.567
H -5.1527 -1.6416 2.2547 -0.002 0.003 -0.004 0.348
H -4.2573 -2.5993 3.4267 -0.002 0.000 -0.002 0.497
H -4.7781 -3.3312 1.9110 -0.005 -0.007 0.002 0.313
H -1.0247 -2.8275 1.6549 -0.014 0.000 0.003 -0.094
H -2.2942 -4.0528 1.8266 -0.002 -0.002 0.003 0.380
H -1.8508 -3.0453 3.2001 -0.001 -0.002 -0.002 0.696
H -3.8934 1.0777 0.2990 -0.003 -0.005 0.000 0.154
H -5.1316 0.1934 1.2042 0.005 -0.001 0.003 0.329
H -5.5831 1.1503 -0.2004 0.002 -0.003 0.000 0.615
H -3.5046 0.5261 -2.1613 -0.004 -0.004 0.005 0.211
H -5.2527 0.5157 -2.4003 0.001 -0.003 0.000 0.544
H -4.2863 -0.8608 -2.9170 0.007 0.005 0.004 0.325
H -6.1811 -1.9522 0.1960 -0.003 -0.004 0.006 0.309
H -5.9407 -2.2854 -1.5211 0.000 0.003 -0.002 0.309
H -6.7676 -0.8175 -1.0170 0.002 0.001 0.002 0.537
```
Forces are in eV/Å.

Output
- Net charge: 0
- HOMO level: -6.17 eV
- LUMO: 0.2 eV
- Frontier orbital gap: 6.350 eV


- Which of these has the lowest net charge?
  C35H52BrN4O3RbSi


- Among the records above, which one has the highest HOMO level?
  C35H52BrN4O3RbSi